Entry from the OMol25 dataset: the molecule C4H12N2O2 at a distorted geometry (ωB97M-V with the def2-TZVPD basis set).

Its multiplicity is 1. The calculation puts the relative energy (zero: lowest compared OMol25 entry of this formula, charge and spin) at 5.2230 eV. As for the structure (SMILES): C[C@H](O)N(N)[C@@H](C)O. The HOMO energy is -8.15 eV.

Geometry (Å):
C: -0.9265 -0.5191 -2.1304
C: 0.2902 -0.4706 -1.2325
O: 0.7687 -1.7371 -0.9083
N: -0.0611 0.9682 -0.1641
N: 0.9700 1.7792 0.1681
C: -0.4587 0.0655 0.8151
C: 0.5466 -0.4819 1.8124
O: -1.5069 1.0652 1.7423
H: -0.7043 -1.1121 -3.0195
H: -1.2073 0.4822 -2.4433
H: -1.7743 -0.9697 -1.6113
H: 1.1397 0.0117 -1.7230
H: 0.0273 -2.3186 -0.6989
H: 1.0608 2.5610 -0.4662
H: 1.7675 1.4402 0.6993
H: -1.3009 -0.5625 0.5473
H: 1.4274 -0.9291 1.3508
H: 0.0611 -1.2192 2.4460
H: 0.9189 0.3326 2.4312
H: -1.0383 1.6141 2.3850

=====

Entry from the OMol25 dataset: the molecule CH2N2O2S at a distorted geometry (ωB97M-V with the def2-TZVPD basis set).

Its multiplicity is 1. The calculation puts the relative energy (zero: lowest compared OMol25 entry of this formula, charge and spin) at 5.7317 eV. The HOMO energy is -10.24 eV.

Geometry (Å):
C: -1.0286 -1.1068 -0.0376
N: -0.9688 -2.2454 -0.0803
N: 1.3465 0.5191 0.3874
O: -1.3454 1.0623 -1.2369
O: 0.1769 0.8386 1.0055
S: -1.3659 0.5938 0.1948
H: 1.6263 0.8716 -0.4998
H: 1.5591 -0.5332 0.2668

=====

Entry from the OMol25 dataset: the molecule C5H7NOS at a distorted geometry (ωB97M-V with the def2-TZVPD basis set).

Its multiplicity is 1. The calculation puts the relative energy (zero: lowest compared OMol25 entry of this formula, charge and spin) at 2.8875 eV. As for the structure (SMILES): C[C@@H](O)[C@]1(C#N)CS1. The HOMO energy is -9.27 eV.

Geometry (Å):
C: -0.6785 -1.3384 -0.6675
C: -0.1150 0.1093 -0.5052
O: -1.0759 1.1555 -0.4958
C: 0.8905 0.0162 1.0303
C: 0.9918 -1.3253 1.5709
N: 0.8693 -2.4440 1.8314
C: 0.8920 1.1596 2.0289
S: 2.3347 0.9172 0.9629
H: -1.2479 -1.7381 0.2279
H: 0.2664 -1.8681 -0.5970
H: -1.3293 -1.3330 -1.4927
H: 0.6347 0.3434 -1.2897
H: -1.7125 0.7290 0.0917
H: 0.1949 1.9287 1.6687
H: 0.7947 0.8511 3.0337

=====

Entry from the OMol25 dataset: a cluster of 2 separate species, C10H14NS2 in total at a distorted geometry (ωB97M-V with the def2-TZVPD basis set).

As for the net charge: +1. Its multiplicity is 1. The calculation puts the relative energy (zero: lowest compared OMol25 entry of this formula, charge and spin) at 3.6409 eV. The HOMO energy is -11.36 eV.

Geometry (Å):
C: -3.4242 -0.5984 0.2513
C: -2.8843 -1.8049 0.3107
C: -2.6207 0.5445 -0.0639
C: -1.5289 -2.0694 -0.2703
C: -1.4087 0.4080 -0.6319
C: -0.7620 -0.8231 -0.6268
C: -0.4906 1.4708 -1.2669
C: 0.4990 -0.7333 -1.1036
C: 3.2523 0.5632 1.0080
C: 2.3370 1.5163 1.0269
N: 0.8242 0.6994 -1.2973
S: -0.2975 3.0053 -0.3641
S: 1.8317 -1.8449 -1.3269
H: -4.5055 -0.6082 0.5615
H: -3.5993 -2.5400 0.6469
H: -3.1202 1.5939 0.0280
H: -1.7247 -2.6373 -1.1846
H: -0.6415 1.5043 -2.3737
H: 2.8850 -0.4004 1.1913
H: -0.7887 -2.6807 0.1258
H: 4.2538 0.9184 0.9406
H: 1.3289 1.3803 1.3383
H: 2.5343 2.5831 1.1589
H: 1.4389 0.9776 -2.1346
H: 1.4404 1.0601 -0.5466
H: -0.0802 2.5179 0.8687
H: 1.2174 -2.8951 -0.5833

=====

Entry from the OMol25 dataset: a structure of composition C22H47MnOSb2Si3 at a distorted geometry (ωB97M-V with the def2-TZVPD basis set).

As for the net charge: +1. Its multiplicity is 6. The HOMO energy (alpha / beta) is -10.69 / -11.13 eV.

Geometry (Å):
Mn: 0.2363 0.1652 0.0336
C: -2.7466 -2.6757 -0.0953
Sb: -1.4731 -1.4850 -1.3159
C: -1.1705 -2.9007 -2.8699
C: -3.0463 -0.3890 -2.3150
C: -2.5292 0.4980 -3.4108
C: -2.3536 -0.0557 -4.6818
C: -1.8579 0.6853 -5.7399
C: -1.5374 2.0220 -5.5462
C: -1.7253 2.5903 -4.2987
C: -2.2127 1.8512 -3.2170
C: -2.3990 2.5537 -1.9028
Sb: -0.6210 2.6117 -0.6842
C: -1.3699 4.0137 0.7232
C: 0.5255 3.9121 -1.9047
H: -3.7370 -2.6731 -0.5492
H: -2.8014 -2.2810 0.9168
H: -2.3590 -3.6940 -0.0670
H: -2.1528 -3.1863 -3.2461
H: -0.6616 -3.7781 -2.4739
H: -0.5769 -2.4703 -3.6749
H: -3.6220 0.1371 -1.5551
H: -3.6751 -1.1808 -2.7220
H: -2.6321 -1.0920 -4.8418
H: -1.7391 0.2280 -6.7137
H: -1.1625 2.6219 -6.3653
H: -1.5127 3.6450 -4.1554
H: -3.1916 2.1296 -1.2877
H: -2.6268 3.6084 -2.0592
H: -1.6240 4.9207 0.1771
H: -0.6281 4.2332 1.4879
H: -2.2627 3.6056 1.1951
H: -0.0721 4.8009 -2.1034
H: 0.7742 3.4131 -2.8396
H: 1.4437 4.1918 -1.3899
C: -2.3841 0.3245 2.3070
O: -1.1237 -0.1268 1.8134
Si: 0.0606 -0.9721 2.7451
C: 0.1599 -0.1843 4.4227
C: -0.6086 -2.6793 3.0651
C: 1.4537 -0.7661 1.6023
Si: 2.3138 -2.2361 0.8771
C: 3.4233 -3.0632 2.1263
C: 1.1425 -3.5438 0.1915
C: 3.3078 -1.7428 -0.6437
Si: 2.4716 0.7540 1.8955
C: 3.2232 1.3649 0.2668
C: 1.3997 2.2216 2.4604
C: 3.8290 0.5394 3.1485
H: -2.8536 -0.4342 2.9366
H: -3.0442 0.5238 1.4610
H: -2.2667 1.2404 2.8909
H: -0.7926 -0.2755 4.9540
H: 0.4435 0.8651 4.4099
H: 0.9079 -0.7284 5.0100
H: -1.2571 -2.6683 3.9461
H: 0.2136 -3.3715 3.2771
H: -1.1808 -3.0859 2.2321
H: 2.8479 -3.3205 3.0216
H: 4.2405 -2.4072 2.4354
H: 3.8616 -3.9854 1.7325
H: 0.2182 -3.6695 0.7498
H: 1.6501 -4.5133 0.1787
H: 0.8948 -3.3081 -0.8489
H: 4.2510 -1.2422 -0.4123
H: 2.7229 -1.0687 -1.2788
H: 3.5424 -2.6263 -1.2451
H: 2.5339 1.3053 -0.5851
H: 4.1113 0.8002 -0.0271
H: 3.5114 2.4165 0.3612
H: 1.6623 3.1221 1.8957
H: 1.5702 2.4500 3.5155
H: 0.3252 2.0459 2.3410
H: 4.5368 -0.2380 2.8488
H: 3.3889 0.2419 4.1058
H: 4.3922 1.4646 3.3080

=====

Entry from the OMol25 dataset: a cluster of 2 separate species, C6H12N2O in total at a distorted geometry (ωB97M-V with the def2-TZVPD basis set).

Its multiplicity is 1. The calculation puts the relative energy (zero: lowest compared OMol25 entry of this formula, charge and spin) at 1.1253 eV. As for the structure (SMILES): Cc1c[nH]cn1.CCO. The HOMO energy is -8.54 eV.

Geometry (Å):
C: -2.3818 -2.4911 -1.1067
C: -1.0970 -2.1954 -0.4312
C: -0.0465 -1.4015 -0.9034
N: 0.9838 -1.4738 0.0133
C: 0.4853 -2.2909 0.9990
N: -0.6776 -2.7794 0.7321
H: -3.1956 -2.6380 -0.3814
H: -2.2780 -3.4000 -1.7363
H: -2.7577 -1.6380 -1.6553
H: -0.2239 -0.7026 -1.6997
H: 1.8231 -0.9288 0.0777
H: 1.0817 -2.6160 1.8401
C: 0.1788 2.3604 0.1943
C: 1.4477 3.1947 0.2873
O: 2.2499 2.8237 1.4462
H: -0.1947 1.8763 1.0951
H: 0.2702 1.5488 -0.5185
H: -0.6681 2.9730 -0.1089
H: 2.1168 2.9908 -0.5622
H: 1.2970 4.2740 0.3598
H: 1.5866 2.5138 2.0587

=====

Entry from the OMol25 dataset: a structure of composition C4H10NOS at a distorted geometry (ωB97M-V with the def2-TZVPD basis set).

As for the net charge: -1. Its multiplicity is 1. The calculation puts the relative energy (zero: lowest compared OMol25 entry of this formula, charge and spin) at 6.3913 eV. The HOMO energy is -3.19 eV.

Geometry (Å):
C: 0.0783 -0.1085 -1.9827
N: -0.9101 -0.3398 -1.1429
C: -0.6158 -0.3535 0.2078
O: 0.3059 -2.2783 1.3610
C: 1.4035 -0.2829 -1.7003
C: 1.7605 -1.2347 -0.6740
S: -1.1676 2.4538 1.4074
H: -0.2260 0.2335 -2.9833
H: 2.7486 -1.7251 -0.7980
H: 0.2383 0.2575 0.4071
H: -1.4897 -0.0316 0.7645
H: -0.3236 -1.3888 0.6529
H: -1.2634 2.3360 0.1079
H: 1.9899 -0.1523 -2.5912
H: 0.9381 -1.9947 -0.6591
H: 1.5605 -0.8149 0.3099
H: 0.1376 -2.5799 2.2734

=====

Entry from the OMol25 dataset: the molecule C3H6N4S at a distorted geometry (ωB97M-V with the def2-TZVPD basis set).

Its multiplicity is 1. The calculation puts the relative energy (zero: lowest compared OMol25 entry of this formula, charge and spin) at 2.4389 eV. As for the structure (SMILES): C/N=C1\NN=CNS1. The HOMO energy is -8.45 eV.

Geometry (Å):
C: 1.9219 -1.4776 0.8622
N: 1.6182 -0.6839 -0.3409
C: 0.5118 -0.1259 -0.4469
N: -0.4861 -0.1472 0.5348
N: -1.7423 0.3863 0.5366
C: -2.0069 1.2720 -0.3423
N: -1.0504 1.7846 -1.2694
S: 0.0439 0.6022 -1.9951
H: 2.8967 -1.9655 0.6971
H: 1.9437 -0.8013 1.7595
H: 1.2018 -2.2876 0.9840
H: -0.2738 -0.5871 1.3892
H: -3.0168 1.7070 -0.3873
H: -1.5617 2.3239 -1.9815

=====

Entry from the OMol25 dataset: a cluster of 2 separate species, C2H5N4O in total at a distorted geometry (ωB97M-V with the def2-TZVPD basis set).

As for the net charge: +1. Its multiplicity is 1. The calculation puts the relative energy (zero: lowest compared OMol25 entry of this formula, charge and spin) at 4.2451 eV. The HOMO energy is -15.37 eV.

Geometry (Å):
C: 0.3920 0.7695 -0.1331
C: -0.1469 -0.2617 0.9277
N: -1.4800 2.1599 -1.0116
N: -2.4600 -0.2388 -2.5578
N: -0.6401 1.5327 -0.6492
N: -3.0176 -1.1169 -2.9369
O: -3.6673 -1.9982 -3.2829
H: 1.1499 1.2852 0.4605
H: 0.9404 0.3841 -0.9473
H: 0.5399 -1.1689 1.0036
H: -0.1372 0.1236 2.0282
H: -1.2189 -0.5140 0.8603